A molecular structure, C23H32NO4Tl, computed with ωB97M-V/def2-TZVPD.

```
61
Properties=species:S:1:pos:R:3:mulliken_charge:R:1
H 4.713 3.332 -2.240 0.168
H 4.244 0.239 -2.032 0.213
O 2.078 -1.276 -3.137 -0.515
C -1.792 1.530 -0.815 -0.369
C -1.007 2.184 2.869 0.084
Tl 1.993 2.498 0.195 0.934
H -0.505 -3.325 0.080 0.408
C 5.350 5.772 -0.308 -0.515
C -1.254 -0.254 -2.172 -0.619
N -1.566 1.166 2.144 -0.038
H -2.675 0.661 5.055 0.236
H -2.090 -0.564 -0.117 0.583
O -3.207 -0.438 2.579 -0.696
H 2.789 -0.793 -5.519 0.355
H 4.056 0.893 -3.733 0.223
H 4.011 -2.442 -1.752 0.304
O 3.984 3.750 -0.333 -0.401
C 5.113 3.509 -1.229 -0.234
H 4.129 4.982 1.346 0.332
C 3.600 -1.360 -5.041 -1.721
H -1.135 3.110 -2.273 0.467
H 5.064 6.651 -0.895 0.259
H -1.102 2.387 5.034 0.273
H -1.129 -1.263 -2.550 0.429
C -0.936 0.952 -2.878 -0.261
H 3.180 5.642 -0.019 0.296
H 2.480 -0.192 0.742 0.990
C -1.781 2.433 4.175 -0.393
H 5.621 2.590 -0.899 0.251
H 6.233 5.109 -2.199 0.280
H 6.002 6.107 0.501 0.263
H -2.159 2.092 0.040 0.565
H 3.531 -2.403 -5.370 0.415
H 1.826 0.346 -1.788 -0.373
C -1.258 2.057 -2.031 -1.176
H 5.348 -2.114 -2.871 0.371
C 0.719 -0.837 1.967 -0.711
C 1.606 -0.839 0.856 -0.653
H 4.561 -0.960 -5.388 0.350
H 1.634 0.771 -3.524 0.099
H 1.663 -2.124 -0.983 0.597
C 6.050 4.724 -1.192 -0.501
C 3.705 0.172 -2.987 -0.710
H 7.018 4.438 -0.767 0.258
C 0.045 -2.497 0.522 -1.212
C 1.189 -1.865 -0.038 -0.092
C 4.095 5.091 0.250 -0.407
H -2.261 3.422 4.146 0.252
H -1.063 -2.106 2.436 0.440
H -3.829 1.726 4.227 0.244
C 2.186 0.148 -2.807 0.257
C 4.283 -2.358 -2.811 -1.680
H -0.537 1.001 -3.887 0.720
C 3.488 -1.281 -3.522 1.890
C -2.567 0.575 2.879 0.326
C -0.245 -1.862 1.765 -0.293
O -0.007 2.837 2.527 -0.665
C -2.810 1.327 4.196 -0.538
H 4.118 -3.327 -3.299 0.436
H 0.788 -0.170 2.824 0.455
C -1.772 0.112 -0.898 -0.251
```

Its HOMO-LUMO gap (spin up / spin down) is 6.39 / 6.36 eV. Its spin multiplicity is 1.

7 unconnected molecules or ions with the total composition C23H32O21, computed with ωB97M-V/def2-TZVPD.

```
76
Properties=species:S:1:pos:R:3:mulliken_charge:R:1
H 5.476 3.903 0.272 0.328
H -0.187 -1.288 1.458 0.318
H -7.470 -4.281 5.218 0.277
H -2.536 -1.984 0.746 0.263
O 2.661 5.831 -8.392 -0.591
C 6.780 6.408 -0.069 0.645
H -3.163 -0.473 0.763 0.268
C -0.870 -7.090 2.240 0.737
H -6.179 -5.337 4.494 0.310
C -2.209 -0.961 0.562 -0.497
H 1.157 -9.093 2.286 0.248
C -0.957 -0.550 1.233 0.490
O 1.459 4.099 -7.670 -0.338
C -6.524 -4.319 4.679 -0.273
O 2.790 -3.709 -0.536 -0.289
O 3.701 -1.674 -1.006 -0.569
C -0.931 -9.314 1.709 -0.217
C 2.936 -4.980 -1.010 -0.263
H 3.241 4.084 0.524 0.309
H 3.225 5.848 0.184 0.308
C -3.028 5.999 1.164 -0.403
O -0.429 0.217 0.220 -0.324
C 3.702 5.047 0.748 -1.204
H 1.428 4.625 -4.845 0.204
C 3.582 -2.855 -1.256 0.654
H -1.754 -9.906 2.111 0.249
C -0.852 -0.145 -0.947 0.833
O -0.007 -7.614 3.040 -0.309
H 3.095 -4.994 -3.115 0.297
H -1.955 1.105 2.174 0.257
H 0.056 -9.497 3.697 0.276
H 3.496 -5.422 -0.186 0.218
H 2.005 -5.515 -1.194 0.257
H 0.225 3.434 -6.132 0.219
O -1.986 5.947 0.271 -0.313
O -6.491 -2.248 3.689 -0.297
C -6.661 -3.593 3.356 -0.379
H 5.122 4.574 -2.011 0.277
C 1.227 3.316 -6.547 -0.152
H 3.676 5.233 1.821 0.343
O -1.312 -7.974 1.318 -0.332
C 2.045 4.036 -5.524 -0.276
H -1.546 -0.214 3.203 0.377
H -7.639 -3.795 2.919 0.307
O 7.706 7.126 0.320 -0.573
O -5.654 -3.440 5.293 -0.328
H 4.431 6.130 -1.502 0.313
C 0.175 -8.981 2.744 -0.303
O -0.334 0.196 -2.053 -0.678
H 1.351 2.237 -6.638 0.289
C 5.203 5.390 -1.292 -0.529
H -2.616 5.722 2.135 0.270
C -2.540 5.200 -0.761 0.653
H -5.851 -3.823 2.664 0.261
H 4.652 -5.352 -2.295 0.265
O 5.952 5.770 0.808 -0.366
O 2.919 4.845 -6.350 -0.331
O 4.158 -3.397 -2.305 -0.277
H -3.290 7.047 1.314 0.295
O -3.823 5.001 -0.601 -0.328
H -0.266 1.017 2.701 0.354
O -1.893 4.714 -1.637 -0.507
C -1.138 0.426 2.420 -1.297
O -1.929 -0.828 -0.776 -0.362
C 2.427 4.981 -7.530 0.724
O -5.313 -1.153 5.179 -0.577
O -1.114 -5.903 2.254 -0.595
C -5.788 -2.188 4.757 0.701
H 2.633 3.426 -4.838 0.253
H -5.085 5.543 1.002 0.234
C 5.065 4.908 0.174 0.445
H -4.062 3.989 1.112 0.232
O 6.484 5.970 -1.293 -0.295
C 3.770 -4.711 -2.308 -0.294
H -0.491 -9.778 0.826 0.246
C -4.138 5.036 0.816 -0.133
```

As for the SMILES: C[C@H]1COC(=O)O1.C[C@H]1COC(=O)O1.O=C1OCCO1.O=C1OCCO1.O=C1OCCO1.O=C1OCCO1.O=C1OCCO1. The value obtained for the relative energy (zero: lowest compared OMol25 entry of this formula, charge and spin) is 4.7104 eV. Its HOMO-LUMO gap is 10.23 eV. Its spin multiplicity is 1.

A molecular structure, C23H33AsF6N2OS4Tc, computed with ωB97M-V/def2-TZVPD.

```
71
Properties=species:S:1:pos:R:3:lowdin_spin:R:1
C 2.260 -0.867 -3.481 0.000
H 1.626 1.757 -3.219 0.000
H -3.795 1.508 -2.331 0.000
C -1.579 -3.880 -1.235 0.009
H -4.301 -0.718 -2.534 0.000
H -2.438 -3.519 -1.785 0.000
C 3.579 -0.442 -1.405 0.000
H -1.804 -4.877 -0.864 0.001
H 1.374 -0.619 -4.061 0.000
H 0.357 -3.122 1.488 0.000
F 0.544 -0.819 1.985 0.029
As 0.900 -0.957 3.967 0.000
H -3.288 -0.336 0.793 0.001
C 3.904 1.670 1.895 0.016
C 2.425 1.453 -2.552 0.000
F 2.569 -1.192 3.417 0.000
H -2.701 -3.784 1.293 0.000
C -1.053 3.931 1.191 0.106
H 4.759 1.219 2.356 0.001
H 1.797 3.784 0.604 0.005
H -0.318 1.156 -2.268 0.002
F 1.284 -0.906 5.594 0.000
H 2.689 -0.037 1.738 0.000
Tc 0.011 0.908 0.653 1.099
H -2.237 2.085 -1.781 0.007
H 4.272 3.837 1.654 0.000
C -3.485 0.345 -0.025 0.001
H 1.416 -2.378 -0.672 0.001
H -2.765 -1.498 -2.874 0.000
C 0.721 -1.584 -0.860 0.022
O -1.887 6.813 3.499 0.036
C -2.753 1.230 -2.207 0.008
H -0.595 -4.574 1.275 0.000
H 2.399 2.085 -1.668 0.000
H -2.114 -2.197 1.769 0.000
N 1.875 1.715 1.022 -0.003
C -2.404 -2.809 0.913 0.002
H -3.273 -2.374 0.435 0.000
F 0.637 -2.643 3.805 0.000
C -0.129 -3.747 0.746 0.003
C -2.694 -0.007 -1.295 -0.006
H -3.221 1.351 0.299 0.002
C -0.667 -1.674 -0.580 0.082
C 2.327 -0.031 -2.188 0.001
H -0.736 -3.952 -1.917 0.001
F -0.798 -0.680 4.127 0.000
F 1.162 0.800 3.727 0.007
C -1.403 3.251 2.340 0.160
H -3.712 -1.946 -1.442 0.000
H 3.749 0.233 -0.572 0.000
S -1.921 4.180 3.710 0.053
C -1.711 5.789 2.936 0.010
H -2.344 1.018 -3.192 0.000
H 2.242 -1.930 -3.253 0.000
S -0.574 3.098 -0.224 0.215
H 3.501 -1.459 -1.031 0.000
C 3.640 2.981 1.541 0.005
C -0.170 0.383 -1.533 0.020
C 1.057 -0.354 -1.446 0.012
H -4.549 0.328 -0.238 0.000
S -1.196 5.667 1.223 0.014
S -1.345 1.543 2.407 0.100
C 2.360 2.960 1.001 0.014
C -1.212 -2.975 -0.034 0.010
H 3.364 1.628 -3.069 0.000
C -3.404 -1.126 -2.077 -0.003
H 4.447 -0.391 -2.055 0.000
N 2.833 0.951 1.555 0.004
H 3.135 -0.666 -4.092 0.000
C -1.258 -0.411 -0.987 -0.046
H 0.619 -4.176 0.089 0.000
```

The value obtained for the relative energy (zero: lowest compared OMol25 entry of this formula, charge and spin) is 1.5421 eV. The expectation value of S² is 2.125. Its HOMO-LUMO gap (spin up / spin down) is 5.72 / 6.22 eV. As for the net charge: +1. Its spin multiplicity is 3.

Q: Number 2 is which compound?
A: C23H32O21

Q: What is the formula in the third record?
A: C23H33AsF6N2OS4Tc